# C5H12O2

One molecule with the formula C5H12O2 (the ωB97M-V functional and the def2-TZVPD basis, OMol25).

XYZ file:
```
19
Properties=species:S:1:pos:R:3:forces:R:3
C -0.697 3.245 0.225 -0.015 0.037 -0.016
C 0.417 2.256 0.519 -0.003 0.218 0.151
O 0.190 1.085 -0.243 -0.012 -0.022 -0.049
C 0.426 -0.113 0.455 0.031 -0.207 0.095
C 0.131 -1.254 -0.499 -0.005 0.244 -0.105
O 0.183 -2.452 0.231 0.026 0.023 0.060
C -0.127 -3.567 -0.563 -0.065 -0.291 -0.145
H -1.660 2.819 0.522 0.133 0.075 -0.044
H -0.738 3.465 -0.847 0.022 -0.026 0.139
H -0.548 4.185 0.768 0.018 -0.139 -0.071
H 0.433 2.013 1.592 -0.013 0.025 -0.159
H 1.402 2.677 0.262 -0.161 -0.079 0.047
H 1.464 -0.182 0.817 -0.109 0.043 -0.077
H -0.239 -0.196 1.329 0.079 0.021 -0.101
H -0.868 -1.101 -0.941 0.121 -0.045 0.064
H 0.864 -1.257 -1.323 -0.105 -0.026 0.115
H 0.598 -3.695 -1.382 -0.091 0.031 0.126
H -1.133 -3.480 -1.003 0.148 -0.002 0.081
H -0.096 -4.448 0.082 -0.001 0.119 -0.113
```
Positions in Å, forces in eV/Å.

Values from the calculation:
relative energy (zero: lowest compared OMol25 entry of this formula, charge and spin) = 157.4 kJ/mol
total energy = -348.14486 Ha
total charge = 0
orbital gap = 10.86 eV
LUMO = 1.12 eV

natural (NBO) atomic charge list, values in e, 5 entries: C -0.62; C -0.06; O -0.55; C -0.07; C -0.07